Computed, not measured: 17 unconnected molecules or ions with the total composition C70H183N9O26 at a distorted geometry, with wB97M-V/def2-TZVPD.

Summary:
E_HOMO = -8.3 eV
Energy relative to the best compared isomer or geometry (same formula, charge and spin) = 48.2 kcal/mol
Frontier orbital gap = 8.803 eV

Each atom is followed by the atoms it is bonded to, with distances in Å.
Element x y z (Å)
1 H -7.480 -0.398 -4.139  C2 1.116
2 C -6.952 0.359 -3.512  H1 1.116, H7 1.105, O127 1.344, H149 1.176
3 H -2.126 -2.766 -11.758  C92 1.106
4 H -5.402 -0.132 2.061  C19 1.115
5 C 7.379 -3.364 1.593  H21 1.120, N56 1.452, C174 1.511, H242 1.102
6 H -4.462 -2.760 -9.228  N191 0.985
7 H -6.245 0.968 -4.103  C2 1.105
8 O -2.749 -0.819 -3.380  C133 1.417, C221 1.454
9 H -1.960 -2.187 2.742  C74 1.097
10 H 1.226 -5.623 0.056  C219 1.082
11 C 0.603 -2.600 1.510  H100 1.022, O125 1.456, H203 1.075, H267 1.072
12 H 0.645 1.280 -3.745  O32 0.970
13 H 0.400 -0.531 -7.791  C186 1.059
14 H 0.373 10.947 3.915  C67 1.083
15 H 9.991 -4.429 4.418  C129 1.083
16 H -6.866 -1.837 2.388  C256 1.045
17 C 1.279 6.394 0.994  O31 1.448, H71 1.115, C148 1.509, H233 1.062
18 H 4.599 8.376 0.146  C262 1.071
19 C -6.356 -0.136 1.483  H4 1.115, H39 1.076, N170 1.471, C256 1.520
20 H 5.008 -3.323 5.697  C249 1.141
21 H 8.162 -2.906 0.935  C5 1.120
22 H -1.633 12.241 3.259  C236 1.064
23 C -0.261 5.104 4.799  H79 1.135, O141 1.362, H167 1.067, H232 1.103
24 C -3.453 1.135 4.138  N27 1.450, H128 1.115, C205 1.524, H215 1.067
25 C 5.476 2.814 3.432  C58 1.555, H88 1.130, H107 1.139, O273 1.399
26 H 1.805 3.474 2.030  C68 1.067
27 N -2.935 0.060 3.314  C24 1.450, C93 1.494, H122 1.010
28 H 3.638 -1.230 5.477  C222 1.064
29 H 0.337 4.603 0.384  C148 1.116
30 H 0.767 2.634 3.288  C68 1.101
31 O 2.369 7.238 0.550  C17 1.448, H278 0.969
32 O 0.118 1.033 -4.521  H12 0.970, C254 1.444
33 H -4.087 -2.326 -3.928  C133 1.124
34 H 3.064 0.093 -4.089  C161 1.125
35 H 1.766 -4.906 -4.024  C60 1.102
36 C -0.005 -3.918 -3.277  H50 1.113, C60 1.483, H104 1.095, O134 1.432
37 H -3.403 2.993 -2.162  C154 1.144
38 H 1.373 -0.216 -6.449  C186 1.094
39 H -6.656 0.895 1.417  C19 1.076
40 H 0.766 9.028 5.602  C153 1.110
41 H -0.090 12.501 5.391  C192 1.073
42 H 1.295 -3.966 4.356  C248 1.140
43 H -3.735 -1.831 -11.671  C92 1.116
44 H -4.805 -5.749 -4.012  C110 1.113
45 C -5.021 -2.062 -6.893  H109 1.092, C206 1.518, O220 1.471, H241 1.104
46 H -1.781 1.044 0.716  C230 1.092
47 H -0.532 -3.846 4.238  C248 1.102
48 H 0.027 -8.401 -0.307  C276 1.090
49 H -1.708 2.235 -5.935  C162 1.090
50 H 0.119 -2.893 -3.692  C36 1.113
51 H 2.061 -7.140 2.945  C80 1.117
52 H -0.036 -0.083 5.682  C274 1.075
53 H 3.793 -1.123 2.319  C275 1.111
54 H 6.625 -1.907 2.730  N56 0.998
55 O 2.177 2.038 -2.787  C251 1.416, C257 1.386
56 N 6.353 -2.382 1.895  C5 1.452, H54 0.998, C143 1.476
57 H -0.335 0.557 2.542  C182 1.108
58 C 6.364 3.861 4.162  C25 1.555, H78 1.075, H121 1.085, H169 1.111
59 N 0.290 -5.257 5.575  C120 1.455, C248 1.455, H263 1.035
60 C 1.371 -4.442 -3.106  H35 1.102, C36 1.483, H211 1.106, H247 1.100
61 H 0.874 -2.907 6.759  C85 1.111
62 O -0.284 -1.398 -6.096  H116 0.909, C186 1.398
63 H -1.685 -1.600 -1.838  C221 1.108
64 O 0.449 2.172 1.333  C68 1.408, C182 1.428
65 H 1.009 -6.554 6.945  C120 1.098
66 H -4.369 4.692 2.707  C73 1.057
67 C -0.515 10.481 3.505  H14 1.083, N131 1.424, C236 1.518, H271 1.094
68 C 1.338 2.569 2.349  H26 1.067, H30 1.101, O64 1.408, H163 1.116
69 C -1.523 0.631 -1.860  C221 1.565, N227 1.481, H261 1.132, H285 1.085
70 O 3.231 -4.284 6.012  C202 1.451, C249 1.362
71 H 0.402 7.023 1.274  C17 1.115
72 H -4.463 -3.015 0.328  C207 1.071
73 C -4.242 3.933 1.981  H66 1.057, O97 1.427, H118 1.097, H252 1.066
74 C -2.951 -2.356 3.182  H9 1.097, C93 1.489, H147 1.070, O176 1.419
75 H 5.194 -5.017 6.099  C249 1.073
76 H 3.298 -6.200 6.713  C202 1.099
77 H -1.360 -7.998 -2.602  C193 1.093
78 H 5.777 4.754 4.282  C58 1.075
79 H -1.287 4.649 4.974  C23 1.135
80 C 2.677 -6.998 2.025  H51 1.117, O136 1.407, H195 1.134, H200 1.102
81 H -6.892 -0.755 -0.497  N170 1.053
82 C -9.525 -1.725 2.418  H144 1.078, H209 1.110, H217 1.063, O240 1.450
83 N 2.683 -0.797 -2.279  H98 0.995, C158 1.406, C161 1.492
84 H -4.601 -5.192 -11.969  C179 1.046
85 C 0.358 -2.731 5.791  H61 1.111, O150 1.417, C248 1.489, H260 1.114
86 H 0.945 -7.483 -1.396  C276 1.068
87 H 4.577 -3.087 1.210  C143 1.057
88 H 6.025 1.830 3.351  C25 1.130
89 H 1.529 0.178 4.904  C274 1.119
90 H -0.669 2.683 -7.267  C162 1.086
91 H 1.090 0.285 1.566  C182 1.114
92 C -3.053 -2.571 -11.188  H3 1.106, H43 1.116, O138 1.408, C237 1.504
93 C -3.247 -1.194 4.063  N27 1.494, C74 1.489, H183 1.082, H194 1.130
94 O -1.895 11.521 5.199  C192 1.445, C236 1.439
95 H 0.931 -1.848 -0.951  C197 1.137
96 C -2.636 -6.212 -2.802  H106 1.106, H130 1.067, C193 1.520, O224 1.427
97 O -4.391 2.661 2.608  C73 1.427, C205 1.416
98 H 1.766 -0.591 -2.606  N83 0.995
99 H 7.551 1.557 0.348  C172 1.106
100 H 0.856 -3.526 1.860  C11 1.022
101 H 1.943 5.046 -0.345  C148 1.100
102 H -0.369 8.466 3.250  N131 1.010
103 H -3.561 -4.226 1.118  C207 1.103
104 H -0.624 -4.540 -3.932  C36 1.095
105 H -3.730 -4.012 -13.010  C179 1.052
106 H -3.403 -6.680 -2.157  C96 1.106
107 H 4.542 2.452 3.972  C25 1.139
108 H 0.225 -6.406 1.268  C219 1.103
109 H -4.751 -1.880 -5.851  C45 1.092
110 C -3.918 -5.692 -4.682  H44 1.113, H185 1.092, O224 1.392, H287 1.098
111 H -0.361 1.748 -0.871  N227 0.993
112 H -2.872 5.699 -0.743  C139 1.127
113 H 0.424 5.771 -0.968  C148 1.070
114 C 1.733 -2.165 -7.122  H140 1.131, H151 1.091, C186 1.522, H196 1.097
115 H -2.711 -2.693 0.635  C207 1.081
116 H -0.343 -0.768 -5.443  O62 0.909
117 H 2.047 0.122 -0.438  C158 1.157
118 H -5.104 3.993 1.306  C73 1.097
119 H -3.028 -2.708 -7.209  C206 1.139
120 C 1.299 -5.561 6.578  N59 1.455, H65 1.098, C202 1.485, H281 1.114
121 H 7.235 3.994 3.527  C58 1.085
122 H -3.368 -0.043 2.407  N27 1.010
123 H -3.436 3.352 -0.435  C154 1.054
124 C 7.377 0.011 -1.167  H132 1.114, C172 1.574, H216 1.128, H255 1.084
125 O 1.782 -1.902 1.017  C11 1.456, C197 1.457
126 H -4.704 6.129 -2.218  O152 0.953
127 O -6.247 -0.256 -2.546  C2 1.344, C212 1.388
128 H -2.893 1.046 5.098  C24 1.115
129 C 9.550 -3.453 4.575  H15 1.083, H187 1.108, H189 1.052, O226 1.458
130 H -2.594 -5.176 -2.549  C96 1.067
131 N -0.697 9.134 3.933  C67 1.424, H102 1.010, C153 1.487
132 H 7.230 -1.092 -1.148  C124 1.114
133 C -2.999 -2.181 -3.684  O8 1.417, H33 1.124, H155 1.089, H264 1.110
134 O -0.738 -3.771 -2.055  C36 1.432, H258 0.978
135 H 6.001 7.566 -0.448  C262 1.132
136 O 2.037 -7.335 0.818  C80 1.407, C219 1.385
137 H -4.546 0.810 -2.302  C212 1.099
138 O -3.794 -3.754 -11.006  C92 1.408, C179 1.384
139 C -3.199 5.046 -1.602  H112 1.127, O152 1.452, C154 1.465, H188 1.085
140 H 2.162 -2.459 -6.118  C114 1.131
141 O -0.224 6.453 4.611  C23 1.362, C280 1.428
142 H -5.936 1.473 -1.418  C212 1.097
143 C 5.010 -2.933 2.162  N56 1.476, H87 1.057, H173 1.066, C275 1.480
144 H -10.381 -2.094 1.876  C82 1.078
145 H -3.244 -0.955 -7.369  C206 1.098
146 H 1.014 3.752 -2.754  C257 1.171
147 H -3.021 -3.268 3.738  C74 1.070
148 C 0.935 5.412 -0.099  C17 1.509, H29 1.116, H101 1.100, H113 1.070
149 H -7.680 1.176 -3.080  C2 1.176
150 O 0.952 -1.760 4.948  C85 1.417, C274 1.385
151 H 1.265 -3.082 -7.483  C114 1.091
152 O -4.609 5.239 -1.892  H126 0.953, C139 1.452
153 C -0.292 8.830 5.330  H40 1.110, N131 1.487, H164 1.062, C280 1.579
154 C -2.947 3.629 -1.327  H37 1.144, H123 1.054, C139 1.465, H208 1.066
155 H -2.754 -2.842 -2.854  C133 1.089
156 H 3.703 -0.733 -0.424  C158 1.077
157 H -0.468 7.104 6.613  C280 1.083
158 C 2.726 -0.706 -0.876  N83 1.406, H117 1.157, H156 1.077, C197 1.509
159 H 5.043 2.707 1.502  O273 0.983
160 H -4.422 -1.206 -0.944  C269 1.109
161 C 3.525 0.150 -3.065  H34 1.125, N83 1.492, H213 1.057, C251 1.494
162 C -0.805 1.951 -6.476  H49 1.090, H90 1.086, C254 1.535, H270 1.123
163 H 2.176 1.850 2.512  C68 1.116
164 H -0.985 9.403 5.895  C153 1.062
165 H 6.098 8.713 1.018  C262 1.118
166 H 2.759 -5.970 5.007  C202 1.071
167 H 0.119 4.776 3.857  C23 1.067
168 H -6.278 -3.451 -5.082  C266 1.087
169 H 6.770 3.559 5.151  C58 1.111
170 N -6.118 -0.838 0.212  C19 1.471, H81 1.053, C269 1.480
171 H -3.266 3.354 4.180  C205 1.121
172 C 7.288 0.483 0.332  H99 1.106, C124 1.574, O238 1.402, H286 1.085
173 H 5.060 -3.849 2.704  C143 1.066
174 C 8.070 -3.898 2.826  C5 1.511, H177 1.107, H204 1.101, O226 1.373
175 H -1.886 -2.628 -9.288  C237 1.128
176 O -3.931 -2.303 2.157  C74 1.419, C207 1.462
177 H 8.736 -4.690 2.432  C174 1.107
178 H -0.493 -6.674 -3.094  C193 1.089
179 C -4.359 -4.199 -12.188  H84 1.046, H105 1.052, O138 1.384, H180 1.090
180 H -5.310 -3.752 -12.476  C179 1.090
181 H 2.371 -2.902 -0.772  C197 1.130
182 C 0.104 0.804 1.554  H57 1.108, O64 1.428, H91 1.114, C230 1.522
183 H -4.307 -1.226 4.277  C93 1.082
184 H 3.704 1.512 -1.516  C251 1.086
185 H -4.208 -6.030 -5.680  C110 1.092
186 C 0.774 -1.001 -6.919  H13 1.059, H38 1.094, O62 1.398, C114 1.522
187 H 8.760 -3.606 5.337  C129 1.108
188 H -2.656 5.338 -2.494  C139 1.085
189 H 10.309 -2.767 4.823  C129 1.052
190 H 1.326 2.869 -1.125  C257 1.107
191 N -3.898 -1.963 -9.094  H6 0.985, C206 1.461, C237 1.456
192 C -1.118 12.651 5.655  H41 1.073, O94 1.445, H259 1.110, H277 1.065
193 C -1.336 -6.916 -2.450  H77 1.093, C96 1.520, H178 1.089, N218 1.450
194 H -2.512 -1.306 4.914  C93 1.130
195 H 3.103 -5.949 2.082  C80 1.134
196 H 2.601 -2.047 -7.783  C114 1.097
197 C 1.940 -1.915 -0.431  H95 1.137, O125 1.457, C158 1.509, H181 1.130
198 H 2.649 3.906 -1.917  C257 1.154
199 C 5.257 6.763 1.387  O201 1.446, H246 1.080, C262 1.475, H265 1.080
200 H 3.487 -7.721 2.217  C80 1.102
201 O 4.454 6.969 2.571  C199 1.446, H284 0.953
202 C 2.672 -5.623 6.016  O70 1.451, H76 1.099, C120 1.485, H166 1.071
203 H -0.021 -2.767 0.650  C11 1.075
204 H 7.340 -4.341 3.520  C174 1.101
205 C -3.276 2.491 3.465  C24 1.524, O97 1.416, H171 1.121, H225 1.098
206 C -3.712 -1.909 -7.646  C45 1.518, H119 1.139, H145 1.098, N191 1.461
207 C -3.631 -3.133 0.991  H72 1.071, H103 1.103, H115 1.081, O176 1.462
208 H -1.903 3.435 -1.241  C154 1.066
209 H -9.818 -1.004 3.209  C82 1.110
210 O 4.987 -1.539 3.939  C222 1.394, C275 1.416
211 H 2.110 -3.668 -2.828  C60 1.106
212 C -5.450 0.543 -1.737  O127 1.388, H137 1.099, H142 1.097, C269 1.489
213 H 4.507 -0.237 -3.128  C161 1.057
214 H 1.400 -0.524 6.557  C274 1.103
215 H -4.486 1.029 4.383  C24 1.067
216 H 8.383 0.303 -1.588  C124 1.128
217 H -9.011 -2.565 2.818  C82 1.063
218 N -0.908 -6.619 -1.096  C193 1.450, H250 1.032, C276 1.434
219 C 0.931 -6.591 0.441  H10 1.082, H108 1.103, O136 1.385, C276 1.504
220 O -5.534 -3.434 -7.041  C45 1.471, C266 1.404
221 C -1.550 -0.768 -2.559  O8 1.454, H63 1.108, C69 1.565, H279 1.097
222 C 4.323 -0.715 4.845  H28 1.064, O210 1.394, H282 1.135, H288 1.091
223 H 0.367 3.029 -4.992  C254 1.086
224 O -2.886 -6.480 -4.182  C96 1.427, C110 1.392
225 H -2.337 2.512 2.896  C205 1.098
226 O 8.891 -2.946 3.377  C129 1.458, C174 1.373
227 N -0.443 0.759 -0.855  C69 1.481, H111 0.993, C230 1.473
228 H 4.196 2.271 -3.168  C251 1.158
229 H 5.987 -0.584 1.256  O238 0.970
230 C -0.917 0.413 0.496  H46 1.092, C182 1.522, N227 1.473, H245 1.090
231 H -1.837 7.309 5.577  C280 1.088
232 H 0.357 4.720 5.628  C23 1.103
233 H 1.578 5.783 1.809  C17 1.062
234 H -7.467 -3.175 -6.268  C266 1.125
235 H 4.591 -4.644 4.524  C249 1.108
236 C -1.748 11.321 3.782  H22 1.064, C67 1.518, O94 1.439, H253 1.087
237 C -2.653 -2.020 -9.847  C92 1.504, H175 1.128, N191 1.456, H239 1.098
238 O 6.047 0.340 0.969  C172 1.402, H229 0.970
239 H -2.158 -1.044 -9.933  C237 1.098
240 O -8.591 -0.987 1.589  C82 1.450, C256 1.415
241 H -5.805 -1.392 -7.287  C45 1.104
242 H 6.929 -4.153 0.969  C5 1.102
243 H 3.295 -2.588 3.363  C275 1.120
244 H -4.336 0.359 -0.032  C269 1.112
245 H -1.082 -0.664 0.540  C230 1.090
246 H 4.730 5.967 0.883  C199 1.080
247 H 1.248 -5.171 -2.292  C60 1.100
248 C 0.314 -3.949 4.937  H42 1.140, H47 1.102, N59 1.455, C85 1.489
249 C 4.524 -4.351 5.590  H20 1.141, O70 1.362, H75 1.073, H235 1.108
250 H -1.716 -6.562 -0.457  N218 1.032
251 C 3.494 1.563 -2.579  O55 1.416, C161 1.494, H184 1.086, H228 1.158
252 H -3.298 4.073 1.508  C73 1.066
253 H -2.612 10.738 3.474  C236 1.087
254 C 0.372 2.067 -5.497  O32 1.444, C162 1.535, H223 1.086, H272 1.072
255 H 6.572 0.356 -1.805  C124 1.084
256 C -7.369 -0.924 2.298  H16 1.045, C19 1.520, O240 1.415, H268 1.136
257 C 1.780 3.168 -2.089  O55 1.386, H146 1.171, H190 1.107, H198 1.154
258 H -0.489 -4.520 -1.478  O134 0.978
259 H -1.287 12.689 6.752  C192 1.110
260 H -0.628 -2.290 6.065  C85 1.114
261 H -1.305 1.422 -2.640  C69 1.132
262 C 5.500 7.919 0.504  H18 1.071, H135 1.132, H165 1.118, C199 1.475
263 H -0.654 -5.466 5.945  N59 1.035
264 H -2.355 -2.432 -4.552  C133 1.110
265 H 6.239 6.378 1.618  C199 1.080
266 C -6.521 -3.759 -6.096  H168 1.087, O220 1.404, H234 1.125, H283 1.082
267 H 0.099 -1.975 2.220  C11 1.072
268 H -7.449 -0.334 3.265  C256 1.136
269 C -5.001 -0.321 -0.609  H160 1.109, N170 1.480, C212 1.489, H244 1.112
270 H -0.970 0.894 -6.821  C162 1.123
271 H -0.268 10.301 2.455  C67 1.094
272 H 1.281 1.874 -6.031  C254 1.072
273 O 5.066 3.379 2.219  C25 1.399, H159 0.983
274 C 0.940 -0.515 5.555  H52 1.075, H89 1.119, O150 1.385, H214 1.103
275 C 4.134 -2.002 2.907  H53 1.111, C143 1.480, O210 1.416, H243 1.120
276 C 0.215 -7.376 -0.624  H48 1.090, H86 1.068, N218 1.434, C219 1.504
277 H -1.472 13.586 5.286  C192 1.065
278 H 2.943 7.349 1.323  O31 0.969
279 H -0.598 -0.839 -3.100  C221 1.097
280 C -0.750 7.343 5.596  O141 1.428, C153 1.579, H157 1.083, H231 1.088
281 H 1.371 -4.890 7.464  C120 1.114
282 H 3.768 0.117 4.308  C222 1.135
283 H -6.773 -4.810 -6.158  C266 1.082
284 H 4.749 7.709 3.093  O201 0.953
285 H -2.498 0.867 -1.447  C69 1.085
286 H 8.025 -0.045 0.928  C172 1.085
287 H -3.542 -4.661 -4.679  C110 1.098
288 H 5.105 -0.347 5.512  C222 1.091